155
Properties=species:S:1:pos:R:3 method="wB97M-V/def2-TZVPD" charge=+1 homo_energy_ev=-8.73 energy_ha=-2748.78178
Li -6.3551 28.2274 20.8509
Li -8.7063 32.8424 22.2070
C -3.6280 30.6332 24.8727
C -4.3498 31.7723 24.1665
C -3.6318 32.9885 24.3954
O -4.9209 31.5098 22.8977
H -3.3100 30.9853 25.8540
H -2.7098 30.4889 24.3035
H -4.0391 29.6237 24.8712
H -5.2741 31.6443 24.7298
H -3.7583 33.2699 25.4408
H -4.0051 33.8431 23.8311
H -2.5823 32.7765 24.1912
C -3.7592 24.9050 29.8846
O -3.6533 25.5996 30.8583
N -4.0267 25.2333 28.6362
N -3.6231 23.6044 29.9551
H -4.2971 24.5259 27.9679
H -4.1995 26.2148 28.4720
H -3.4098 23.2351 30.8706
H -3.9163 23.0396 29.1708
C -1.2408 31.9602 18.6789
O -0.4934 32.2320 17.7897
N -2.5222 31.9409 18.3337
N -1.0037 32.1269 19.9339
H -2.7594 31.9201 17.3521
H -3.2394 31.8103 19.0327
H -1.8241 32.2748 20.5043
H -0.1055 32.4898 20.2196
C 4.3617 31.4799 25.2877
C 4.8576 32.9055 25.2187
C 5.3601 33.1738 26.6686
C 6.7043 32.5097 26.8768
C 7.6552 32.8545 25.7848
C 7.2669 32.6171 24.2890
N 5.8673 33.1268 24.1756
O 5.3844 32.9826 22.9308
C 8.2123 33.4035 23.3171
C 7.4159 31.1124 24.0519
C 3.6744 33.9147 24.9482
H 4.0545 31.1383 24.2992
H 3.4262 31.3631 25.8348
H 5.1725 30.8572 25.6656
H 5.2360 34.2327 26.8952
H 4.7957 32.6081 27.4099
H 6.6544 31.4265 26.9880
H 6.9508 32.9178 27.8570
H 8.5778 32.3209 26.0133
H 7.9885 33.8787 25.9523
H 7.9565 33.4211 22.2577
H 8.2827 34.4112 23.7264
H 9.2802 33.1934 23.3771
H 8.3777 30.9174 23.5775
H 7.4412 30.6392 25.0335
H 6.5932 30.6747 23.4864
H 2.8778 33.5866 25.6159
H 3.2350 33.8371 23.9537
H 3.8096 34.9828 25.1181
H 5.6152 33.8564 22.6073
C -4.3362 34.6605 34.8745
C -2.8944 34.2517 34.8429
C -2.7096 33.2967 36.0866
C -1.3059 32.6197 36.1085
C -1.1593 31.9447 34.7157
C -1.2547 32.7934 33.4474
N -2.5696 33.4908 33.5943
O -2.8594 34.1727 32.4252
C -0.0131 33.7104 33.3238
C -1.3059 31.7722 32.2479
C -2.0517 35.5121 35.1252
H -4.4988 35.4674 34.1600
H -4.5701 34.8781 35.9166
H -4.8755 33.7928 34.4944
H -2.7202 33.9986 36.9205
H -3.5775 32.6460 36.1934
H -1.1024 31.8980 36.8996
H -0.4986 33.3518 36.1286
H -2.0030 31.2549 34.6920
H -0.2590 31.3337 34.6496
H 0.8938 33.1519 33.0923
H -0.0463 34.5173 32.5917
H 0.2291 34.4083 34.1253
H -2.1452 31.0903 32.3846
H -1.3462 32.2860 31.2875
H -0.4098 31.1694 32.1008
H -2.0190 36.1320 34.2293
H -0.9911 35.3587 35.3242
H -2.3987 36.1937 35.9019
H -3.6895 33.9360 32.0051
C -1.6464 40.7305 16.1593
C -2.5080 41.5268 17.1690
C -4.0075 40.9728 17.2336
C -4.1120 39.6252 17.8803
C -3.5453 39.6760 19.3009
C -2.1163 40.2247 19.3626
N -1.8954 41.4791 18.4924
O -0.6103 41.9685 18.5859
C -1.8105 40.6974 20.8222
C -1.1164 39.0158 19.0729
C -2.7529 42.9516 16.6568
H -0.6672 41.1636 15.9551
H -2.1747 40.6980 15.2065
H -1.4363 39.7076 16.4720
H -4.6809 41.6937 17.6972
H -4.3335 40.9375 16.1941
H -3.5418 38.9822 17.2099
H -5.1467 39.2826 17.8854
H -3.6656 38.6911 19.7522
H -4.2246 40.3062 19.8750
H -1.9045 39.8902 21.5486
H -0.7837 41.0627 20.8039
H -2.4844 41.4766 21.1785
H -1.0439 38.3133 19.9031
H -1.5937 38.3771 18.3297
H -0.1268 39.2800 18.7001
H -3.3127 43.6527 17.2758
H -3.1195 43.0075 15.6318
H -1.7444 43.3298 16.4896
H -0.5935 42.5245 19.3683
C 4.7665 23.5757 21.4249
C 3.9947 23.6625 22.8093
C 2.9700 24.8610 22.5260
C 1.7707 24.9269 23.4784
C 1.0753 23.5436 23.5162
C 2.1028 22.4853 23.9855
N 3.2349 22.4551 23.0785
O 3.9796 21.3234 23.1349
C 2.5156 22.6540 25.4999
C 1.2667 21.1335 23.8753
C 5.0864 23.9349 23.8856
H 4.0877 23.2122 20.6534
H 5.6657 22.9612 21.4699
H 5.0975 24.4783 20.9113
H 3.3234 25.8920 22.5132
H 2.5883 24.7889 21.5076
H 1.2412 25.8161 23.1362
H 2.0307 25.3441 24.4512
H 0.6407 23.2871 22.5501
H 0.3138 23.5822 24.2951
H 1.5945 22.5723 26.0770
H 3.0305 21.8070 25.9534
H 3.0089 23.5917 25.7561
H 1.9267 20.2663 23.8977
H 0.5450 20.8524 24.6423
H 0.7404 21.1335 22.9208
H 5.6847 23.0423 24.0685
H 4.7104 24.1770 24.8797
H 5.8401 24.6533 23.5632
H 4.4560 21.3917 23.9656
O -3.3754 27.1603 19.4302
H -2.9491 28.0169 19.4588
H -3.0326 26.7480 18.6373
O -10.7422 32.6852 25.1346
H -10.6522 32.8169 26.0784
H -11.6869 32.6926 24.9803

171
Properties=species:S:1:pos:R:3 method="wB97M-V/def2-TZVPD" homo_energy_ev=-8.36 energy_ha=-6017.21201
C 0.5228 -3.7662 4.2407
C -0.5151 -4.1248 3.1880
C -0.9575 -2.9674 2.2855
N -0.9255 -1.6524 2.8970
N -1.7006 -1.5557 4.0999
C -2.8157 -2.0344 4.1770
S -4.2582 -2.6234 4.2668
C -1.1112 -0.5366 1.9444
C -1.7893 0.6940 2.5642
C -1.0971 1.4547 3.6885
C -1.8607 2.7608 3.9972
C -1.3841 3.9811 3.1985
C -1.9610 4.1352 1.7867
N -3.4166 3.9780 1.6718
C 0.1881 -0.2748 1.1362
C 0.2225 1.1775 0.6165
C 1.3028 1.4625 -0.4309
C 1.5822 2.9595 -0.5860
O 2.7466 3.1845 -1.3673
C 3.9317 3.2258 -0.6050
C 1.4805 -0.7233 1.8270
C 2.1937 -0.1130 3.0277
C 1.6076 -0.3210 4.4326
I 3.0158 1.8828 2.8759
O 0.2878 -1.0600 -0.0995
C -0.7992 -1.5114 -0.8059
F -0.2788 -2.4670 -1.6818
C -1.5605 -0.4949 -1.6655
C -2.9119 -0.0989 -1.0823
C -3.7744 0.7158 -2.0451
C -4.9710 1.3672 -1.3368
C -6.2668 0.6015 -1.5590
O -7.3240 1.0779 -0.7506
C -7.5050 0.3818 0.4671
C -6.8074 1.0330 1.6777
H 0.1253 -3.0925 4.9979
H 1.4524 -3.3833 3.8205
H 0.7754 -4.6808 4.7797
H -1.3812 -4.6043 3.6495
H -0.0549 -4.8810 2.5481
H -0.2313 -2.9273 1.4688
H -1.9166 -3.1924 1.7868
H -1.9182 -0.8921 1.2892
H -2.7471 0.3531 2.9639
H -2.0796 1.3905 1.7798
H -0.0554 1.7074 3.4932
H -1.1328 0.8591 4.6000
H -1.8003 3.0094 5.0553
H -2.9125 2.5828 3.7572
H -0.2922 4.0180 3.1363
H -1.6876 4.8711 3.7558
H -1.7028 5.1031 1.3542
H -1.5186 3.3870 1.1230
H -3.6782 3.0282 1.4476
H -3.8712 4.2307 2.5407
H 0.2919 1.9033 1.4249
H -0.7270 1.3858 0.1181
H 0.9727 1.1178 -1.4101
H 2.2541 0.9720 -0.2228
H 0.7665 3.4242 -1.1431
H 1.6789 3.4469 0.3892
H 4.7559 3.5197 -1.2533
H 3.8631 3.9694 0.1941
H 4.1654 2.2382 -0.1984
H 2.2221 -0.7467 1.0257
H 1.3464 -1.7773 2.0798
H 3.1286 -0.6673 3.0452
H 0.8195 -1.0656 4.4362
H 2.4001 -0.6971 5.0830
H 1.2991 0.6084 4.9001
H -1.5483 -2.0853 -0.2531
H -0.9584 0.3898 -1.8796
H -1.7475 -0.9502 -2.6404
H -3.4604 -1.0225 -0.8619
H -2.8203 0.4361 -0.1357
H -4.1704 0.0245 -2.7971
H -3.1754 1.4497 -2.5861
H -5.1130 2.4028 -1.6457
H -4.7599 1.4159 -0.2663
H -6.5918 0.7288 -2.5944
H -6.1000 -0.4736 -1.4174
H -7.2211 -0.6707 0.3822
H -8.5790 0.3825 0.6588
H -6.1871 1.8695 1.3643
H -6.1706 0.2940 2.1660
H -7.5268 1.3990 2.4062
C -1.7852 -10.4256 4.7129
O -1.9346 -9.1628 5.3865
P -2.8252 -7.9503 4.7189
O -2.3836 -6.8645 5.6202
O -4.2457 -8.6420 5.0942
C -4.6021 -8.7175 6.4756
O -3.5232 -7.0270 3.5530
C -3.4124 -7.3507 2.1532
H -1.1927 -11.0676 5.3589
H -2.7592 -10.8911 4.5431
H -1.2624 -10.3056 3.7640
H -4.0342 -8.0006 7.0676
H -4.4226 -9.7248 6.8556
H -5.6640 -8.4926 6.5495
H -3.8288 -8.3377 1.9410
H -2.3720 -7.3103 1.8261
H -3.9814 -6.6051 1.6048
C 4.4339 -3.0747 1.7450
O 3.4901 -3.9842 2.3429
P 2.7136 -5.0341 1.4133
O 1.5968 -5.5923 2.1770
O 3.9295 -6.0755 1.1959
C 4.1811 -7.0487 2.2112
O 2.3362 -4.9018 -0.1197
C 2.7999 -3.7778 -0.9092
H 4.8557 -2.4675 2.5413
H 5.2395 -3.6124 1.2419
H 3.9235 -2.4221 1.0354
H 3.3112 -7.1872 2.8517
H 5.0333 -6.7400 2.8192
H 4.4194 -7.9876 1.7158
H 3.8897 -3.7356 -0.9219
H 2.3927 -2.8414 -0.5227
H 2.4412 -3.9251 -1.9225
C 2.9080 0.9854 -3.9872
O 3.8359 -0.0251 -4.4333
P 3.3171 -1.2431 -5.3325
O 4.3453 -2.2819 -5.3524
O 3.1608 -0.4453 -6.7249
C 4.3214 -0.2519 -7.5443
O 1.8628 -1.8934 -5.3689
C 0.7934 -1.2869 -4.6163
H 3.4738 1.7237 -3.4296
H 2.4319 1.4703 -4.8422
H 2.1493 0.5620 -3.3303
H 5.1107 -0.9582 -7.2948
H 4.6963 0.7650 -7.4212
H 4.0291 -0.3946 -8.5812
H 0.6292 -0.2562 -4.9388
H 1.0203 -1.3067 -3.5493
H -0.1102 -1.8633 -4.7893
C 9.5810 2.0846 -12.0350
O 8.6297 1.0919 -11.6134
P 7.3214 1.5320 -10.7916
O 6.7098 0.3368 -10.2180
O 6.5202 2.1172 -12.0805
C 5.8402 1.1928 -12.9307
O 6.9892 2.8151 -9.8987
C 7.9576 3.8673 -9.7252
H 10.3549 1.5709 -12.5975
H 9.1017 2.8251 -12.6787
H 10.0385 2.5787 -11.1777
H 5.6597 0.2461 -12.4232
H 6.4283 1.0130 -13.8328
H 4.8886 1.6403 -13.2105
H 8.2349 4.3036 -10.6867
H 8.8483 3.4970 -9.2160
H 7.4950 4.6333 -9.1107
C -3.1925 10.4628 5.8412
O -2.6030 9.3218 5.1915
P -3.5275 8.2965 4.3840
O -2.7596 7.0822 4.1185
O -3.7718 9.2047 3.0706
C -2.7692 9.2095 2.0510
O -5.0630 7.9517 4.6128
C -5.8524 8.6803 5.5735
H -2.3838 11.0310 6.2906
H -3.7116 11.0913 5.1149
H -3.8835 10.1533 6.6250
H -2.1200 8.3388 2.1304
H -2.1688 10.1179 2.1249
H -3.2774 9.1952 1.0895
H -5.8751 9.7442 5.3320
H -5.4648 8.5375 6.5830
H -6.8624 8.2859 5.5255

169
Properties=species:S:1:pos:R:3 method="wB97M-V/def2-TZVPD" charge=+1 homo_energy_ev=-9.52 energy_ha=-7275.33156
C -0.9585 -2.0724 4.9576
C -2.1850 -2.2519 3.8699
C -2.3245 -0.9296 2.8662
C -3.2352 -1.3771 1.5580
C -3.1001 -0.2808 0.3200
C -4.2853 -0.6884 -0.7723
C -3.6631 -1.5025 -2.0518
C -4.3291 -3.0344 -2.1384
C -3.2919 -3.9193 -3.0485
C -3.9347 -5.2664 -3.7268
C -3.2720 -6.5620 -2.9652
C -2.0846 -7.3204 -3.8026
C -1.0132 -6.3287 -4.5482
C 0.5200 -6.6673 -4.0771
C 1.4494 -5.3639 -3.7317
C 1.9984 -5.0175 -2.1848
C 1.6143 -5.9365 -0.8685
C 2.9315 -3.6776 -2.1978
N 3.3270 -2.7927 -3.3324
C 4.2648 -1.5827 -3.1449
N 2.8551 -3.0416 -4.5834
C 1.9944 -4.2237 -4.7573
I 1.2964 -4.5061 -6.8631
H -1.0122 -0.9692 5.3933
H -1.1500 -2.8943 5.8009
H 0.1108 -2.2674 4.4734
H -3.2175 -2.3932 4.4424
H -1.9521 -3.1837 3.1767
H -1.2781 -0.5603 2.4649
H -2.9290 -0.0904 3.4275
H -4.3720 -1.4623 1.8955
H -2.8493 -2.4509 1.2365
H -3.2862 0.8294 0.6842
H -2.0160 -0.3726 -0.1388
H -5.0550 -1.4261 -0.2469
H -4.8442 0.2591 -1.2166
H -2.4880 -1.7000 -1.9735
H -3.8666 -0.9909 -3.0900
H -4.3917 -3.4457 -1.0207
H -5.4203 -3.0065 -2.5708
H -2.2829 -4.1717 -2.4642
H -2.9526 -3.2140 -3.9464
H -3.6174 -5.2832 -4.8756
H -5.1036 -5.2124 -3.6734
H -4.1561 -7.3529 -2.8349
H -2.9043 -6.2342 -1.8987
H -1.5655 -8.1221 -3.0872
H -2.6308 -7.9775 -4.6359
H -1.2072 -5.1838 -4.4042
H -1.0858 -6.5472 -5.7005
H 0.4995 -7.3918 -3.1486
H 1.0571 -7.2393 -4.9662
H 2.1245 -6.9873 -0.9513
H 0.4452 -6.0959 -0.8109
H 1.9705 -5.3545 0.1103
H 3.3896 -3.3735 -1.1370
H 5.0739 -1.6718 -4.0083
H 4.8635 -1.6787 -2.1331
H 3.6693 -0.5743 -3.2487
C -2.3618 5.0424 3.1125
S -3.3727 3.5905 2.7372
O -2.5153 2.3776 2.9453
C -3.4753 3.8839 0.9542
H -2.1397 5.0426 4.1828
H -1.4253 5.0036 2.5502
H -2.9148 5.9502 2.8596
H -2.4721 3.9152 0.5222
H -3.9932 4.8279 0.7697
H -4.0403 3.0665 0.5012
C 2.5663 -11.1948 -0.8135
S 1.6414 -9.8411 -1.5768
O 0.4961 -9.5079 -0.6673
C 0.9784 -10.8132 -2.9519
H 3.0388 -10.8207 0.0985
H 1.8901 -12.0150 -0.5586
H 3.3395 -11.5451 -1.5016
H 0.3983 -11.6561 -2.5683
H 1.8015 -11.1751 -3.5722
H 0.3304 -10.1689 -3.5500
C -5.2118 -2.5379 -6.2977
S -6.2227 -3.9898 -6.6730
O -5.3653 -5.2027 -6.4648
C -6.3254 -3.6963 -8.4560
H -4.9897 -2.5377 -5.2273
H -4.2753 -2.5767 -6.8600
H -5.7648 -1.6301 -6.5506
H -5.3221 -3.6651 -8.8879
H -6.8432 -2.7524 -8.6404
H -6.8903 -4.5138 -8.9090
C 1.4245 2.5723 4.2355
S 0.1553 3.5125 5.1162
O 0.0958 4.8783 4.4990
C 1.0694 3.6585 6.6715
H 1.0792 2.3975 3.2131
H 2.3597 3.1375 4.2083
H 1.5803 1.6114 4.7318
H 2.0257 4.1579 6.4974
H 1.2361 2.6637 7.0907
H 0.4727 4.2501 7.3690
C 3.5062 8.7179 3.9952
S 2.5837 7.3723 4.7756
O 3.5735 6.5036 5.4934
C 2.1359 6.5296 3.2377
H 3.9157 9.3583 4.7807
H 4.3261 8.3133 3.3961
H 2.8348 9.3061 3.3650
H 3.0381 6.2572 2.6845
H 1.5079 7.1867 2.6319
H 1.5773 5.6254 3.4889
C 8.1396 1.9660 -1.7986
S 6.4449 1.6777 -2.3603
O 5.9749 0.3966 -1.7378
C 6.8718 1.3204 -4.0825
H 8.1184 2.1729 -0.7255
H 8.7522 1.0796 -1.9827
H 8.5587 2.8281 -2.3231
H 7.5607 0.4734 -4.1288
H 7.3305 2.2027 -4.5346
H 5.9550 1.0724 -4.6217
C 0.4431 7.5472 10.4837
S 0.6732 6.3401 9.1569
O 0.2016 5.0115 9.6688
C 2.4821 6.3339 9.2148
H -0.6293 7.6806 10.6486
H 0.9071 7.1858 11.4050
H 0.8837 8.5033 10.1909
H 2.8231 6.0459 10.2123
H 2.8580 7.3279 8.9619
H 2.8490 5.6110 8.4831
C 0.0615 9.8932 13.9271
S -1.4725 9.4363 13.0853
O -1.2579 9.6390 11.6147
C -2.4474 10.8362 13.6901
H 0.8334 9.1671 13.6589
H 0.3801 10.8904 13.6125
H -0.0926 9.8715 15.0086
H -1.9777 11.7761 13.3901
H -2.5223 10.7845 14.7787
H -3.4472 10.7750 13.2550
C 6.9754 7.7800 -1.3886
S 8.1987 6.5581 -1.9186
O 7.5175 5.6216 -2.8719
C 8.3275 5.7115 -0.3241
H 6.7140 8.4036 -2.2475
H 6.0768 7.2772 -1.0215
H 7.4013 8.4093 -0.6034
H 7.3478 5.3338 -0.0213
H 8.7108 6.4059 0.4270
H 9.0215 4.8752 -0.4316
C 4.4863 -2.7166 -11.1770
S 3.2171 -1.7763 -10.2963
O 3.1576 -0.4106 -10.9135
C 4.1313 -1.6303 -8.7410
H 4.1411 -2.8914 -12.1993
H 5.4215 -2.1514 -11.2042
H 4.6421 -3.6775 -10.6806
H 5.0875 -1.1310 -8.9150
H 4.2979 -2.6252 -8.3218
H 3.5346 -1.0388 -8.0434
C -8.4618 -3.8601 -3.2341
S -9.2978 -3.2464 -4.7157
O -8.4853 -2.1055 -5.2524
C -10.7233 -2.5398 -3.8528
H -7.5139 -4.3143 -3.5342
H -8.2637 -3.0347 -2.5454
H -9.0842 -4.6147 -2.7473
H -10.3890 -1.7944 -3.1270
H -11.2740 -3.3360 -3.3469
H -11.3722 -2.0627 -4.5903

Number 1: E_LUMO -5.144 eV, maximum force 6.1 eV/A. Number 2: E_LUMO -0.599 eV, maximum force 6.8 eV/A. Number 3: E_LUMO -4.268 eV, maximum force 5.0 eV/A.